No. 1
ORCA calculation (ωB97M-V with the def2-TZVPD basis set) on a molecular structure, F24InNO3P4.

Properties
charge	-2
frontier orbital gap	4.05	eV
molar mass	756.7	g mol⁻¹
energy relative to the best compared isomer or geometry (same formula, charge and spin)	36.9	kcal/mol
F_max	3.06	eV/A

Positions of all 33 atoms, in Å:
In (0.5797, 0.3846, 0.3688)
N (-2.1064, 2.7302, 2.3084)
O (-2.9010, 3.5635, 1.9486)
O (-1.4841, 2.0879, 1.4470)
O (-1.8518, 2.5062, 3.4925)
P (3.5241, 1.5933, -1.6172)
F (3.1974, 0.0712, -1.1857)
F (3.6321, 1.2079, -3.1854)
F (1.8618, 1.8039, -1.7647)
F (3.6366, 3.1485, -2.0196)
F (3.3484, 1.9747, -0.0482)
F (5.0954, 1.3549, -1.4461)
P (-1.0772, -1.2822, 3.5214)
F (-1.2813, -1.3740, 1.9295)
F (0.1552, -2.2935, 3.4823)
F (-0.1503, 0.0181, 3.1973)
F (-0.8353, -1.0074, 5.1178)
F (-2.4074, -0.2870, 3.7286)
F (-2.0598, -2.5366, 3.7912)
P (0.5564, -2.9623, -1.1253)
F (-0.2485, -4.1939, -0.4930)
F (-0.6847, -1.9963, -0.6572)
F (1.2100, -2.4681, 0.3201)
F (1.3921, -1.6822, -1.7285)
F (1.8018, -3.9377, -1.4432)
F (-0.1059, -3.1185, -2.5801)
P (-1.8510, 0.9453, -2.2200)
F (-1.7291, 1.6395, -3.6863)
F (-2.4343, -0.4016, -2.8501)
F (-0.3194, 0.3797, -2.3570)
F (-1.9479, 0.2758, -0.7208)
F (-1.1941, 2.2462, -1.5101)
F (-3.3212, 1.6098, -2.0149)

***

No. 2
ORCA calculation (ωB97M-V with the def2-TZVPD basis set) on a molecular structure, F2FeH8O4.

Properties
frontier orbital gap (spin up / spin down)	8.06 / 6.72	eV
molar mass	165.9	g mol⁻¹
energy relative to the best compared isomer or geometry (same formula, charge and spin)	7.0	kcal/mol
F_max	3.24	eV/A
multiplicity	5

Positions of all 15 atoms, in Å:
Fe (-2.2735, -21.3621, -19.5808)
F (-1.5425, -23.0301, -20.3721)
F (-3.0374, -22.0726, -17.8308)
O (-1.5585, -20.2224, -21.4351)
H (-1.1756, -20.5455, -22.2608)
H (-1.6733, -19.2738, -21.5582)
O (-2.9847, -19.4082, -19.2320)
H (-3.5570, -18.7259, -19.5994)
H (-2.4785, -18.9678, -18.5349)
O (-0.3890, -20.7710, -18.7634)
H (-0.0738, -20.6380, -17.8612)
H (0.4043, -20.8592, -19.3057)
O (-4.1590, -21.7759, -20.7169)
H (-4.5238, -22.6638, -20.6052)
H (-4.5296, -21.4467, -21.5416)

***

No. 3
ORCA calculation (ωB97M-V with the def2-TZVPD basis set) on a molecular structure, F2FeH8O4.

Properties
charge	+1
frontier orbital gap (spin up / spin down)	10.56 / 7.85	eV
molar mass	165.9	g mol⁻¹
energy relative to the best compared isomer or geometry (same formula, charge and spin)	11.2	kcal/mol
F_max	6.31	eV/A
multiplicity	6

Positions of all 15 atoms, in Å:
Fe (18.8668, -22.7862, -3.8682)
F (20.6659, -23.0488, -5.0687)
F (20.2897, -23.1868, -2.3515)
O (19.3996, -20.7411, -3.9009)
H (19.4645, -20.0952, -3.1976)
H (19.8979, -20.3598, -4.6238)
O (18.3544, -24.8206, -4.0852)
H (17.6692, -25.4347, -3.8214)
H (19.1086, -25.3745, -4.2866)
O (17.3952, -22.2790, -5.3264)
H (16.4957, -22.6056, -5.3046)
H (17.3432, -21.4658, -5.8286)
O (17.2586, -22.5800, -2.5150)
H (16.8811, -23.3046, -2.0164)
H (16.7489, -21.8145, -2.2493)

***

No. 4
ORCA calculation (ωB97M-V with the def2-TZVPD basis set) on a molecular structure, F2FeP.

Properties
charge	+2
frontier orbital gap (spin up / spin down)	7.77 / 6.21	eV
molar mass	124.8	g mol⁻¹
F_max	3.99	eV/A
multiplicity	6

Positions of all 4 atoms, in Å:
F (-1.8967, 0.9320, 0.0812)
P (-0.8972, 0.3302, 1.1803)
F (2.3292, -0.7330, -1.4558)
Fe (0.9217, -0.5771, -0.4372)

***

No. 5
ORCA calculation (ωB97M-V with the def2-TZVPD basis set) on a molecular structure, F2H16O10PSr2.

Properties
charge	+3
frontier orbital gap	6.81	eV
molar mass	420.3	g mol⁻¹
F_max	1.94	eV/A

Positions of all 31 atoms, in Å:
Sr (1.6981, -3.0661, -1.9405)
Sr (3.1284, 3.5324, -1.0888)
O (1.3168, 1.5497, -0.5927)
P (0.5947, 0.3209, -0.1681)
O (0.6801, -1.0213, -0.8386)
F (-0.8844, 0.8152, -0.2170)
F (0.8012, 0.0880, 1.3503)
O (1.1741, 0.6161, 3.9385)
H (1.5285, 1.4974, 4.1022)
H (0.7201, 0.6733, 3.0901)
O (0.6852, 4.3143, -1.3594)
H (0.4026, 4.6510, -0.4938)
H (-0.1216, 4.3467, -1.9038)
O (-2.6133, -1.3771, -0.5713)
H (-2.8639, -0.7092, -1.2227)
H (-2.4085, -2.1637, -1.0849)
O (-0.6220, -2.3752, -3.0375)
H (-0.9472, -3.0199, -3.6882)
H (-1.4209, -1.9578, -2.6934)
O (-2.0756, 2.6556, -1.7190)
H (-1.6183, 1.9189, -1.2854)
H (-2.9526, 2.3272, -1.9499)
O (-2.5480, 0.6204, 1.8020)
H (-2.3991, 0.7484, 0.8514)
H (-1.8630, 0.0111, 2.0892)
O (1.1244, -3.6805, 0.2796)
H (0.2235, -3.3994, 0.5103)
H (1.5374, -3.9054, 1.1315)
O (3.1481, -1.7013, 2.1130)
H (2.5591, -0.9568, 2.2494)
H (4.0160, -1.3528, 2.3474)

***

No. 6
ORCA calculation (ωB97M-V with the def2-TZVPD basis set) on 2 unconnected molecules or ions with the total composition F2H2NPS.

Properties
frontier orbital gap	7.35	eV
molar mass	117.1	g mol⁻¹
energy relative to the best compared isomer or geometry (same formula, charge and spin)	96.8	kcal/mol
F_max	2.93	eV/A

Positions of all 7 atoms, in Å:
N (1.5932, -0.4660, 0.3040)
F (-0.8214, 0.5968, -1.3610)
F (-1.0380, 1.4650, 0.8935)
P (-1.0143, 0.0646, 0.1575)
S (-2.5741, -1.0494, 0.4401)
H (2.1427, 0.3938, 0.2100)
H (1.7119, -1.0048, -0.6441)

***

No. 7
ORCA calculation (ωB97M-V with the def2-TZVPD basis set) on a single F2H2O2Si molecule.

Properties
frontier orbital gap	12.90	eV
molar mass	100.1	g mol⁻¹
energy relative to the best compared isomer or geometry (same formula, charge and spin)	23.4	kcal/mol
F_max	5.51	eV/A
SMILES	O[Si](O)(F)F

Positions of all 7 atoms, in Å:
O (-1.3427, 0.3416, 0.0119)
Si (0.1798, -0.0990, 0.1826)
O (0.8070, -0.8595, -1.0571)
F (1.2133, 1.4540, 0.5807)
F (0.4661, -0.9182, 1.5010)
H (-1.8004, 0.7883, 0.7195)
H (0.4768, -0.7072, -1.9387)

***

No. 8
ORCA calculation (ωB97M-V with the def2-TZVPD basis set) on a single F2H2O4Si molecule.

Properties
frontier orbital gap	10.95	eV
molar mass	132.1	g mol⁻¹
energy relative to the best compared isomer or geometry (same formula, charge and spin)	60.3	kcal/mol
F_max	4.43	eV/A
SMILES	O[Si](O)(OF)OF

Positions of all 9 atoms, in Å:
O (-0.8258, 1.2937, 0.5833)
Si (0.1674, 0.1870, -0.0174)
O (1.1696, 0.6697, -1.1378)
O (-0.9734, -1.3326, -0.7292)
F (-2.0070, -0.8299, -1.4982)
O (1.2933, -0.4821, 0.9990)
F (0.7856, -1.0220, 2.1522)
H (-1.7188, 1.1888, 0.7817)
H (2.1091, 0.3273, -1.1337)

***

No. 9
ORCA calculation (ωB97M-V with the def2-TZVPD basis set) on a molecular structure, F2H6Hf2O3.

Properties
charge	+7
frontier orbital gap (spin up / spin down)	6.45 / 5.05	eV
molar mass	449.0	g mol⁻¹
F_max	6.50	eV/A
multiplicity	2

Positions of all 13 atoms, in Å:
Hf (0.4417, 0.5256, -2.0180)
Hf (-0.0562, 0.2037, 2.8509)
F (-1.8193, -1.0415, 1.7572)
F (0.2656, 0.6581, 0.4422)
O (0.9006, -2.0971, 1.2639)
H (0.8412, -2.2832, 0.3269)
H (1.4407, -2.8048, 1.6154)
O (1.0811, 2.8688, -1.1308)
H (1.4507, 3.1742, -0.3024)
H (0.8531, 3.6703, -1.6018)
O (-1.5699, -0.6457, -1.1149)
H (-1.5876, -1.2542, -0.3762)
H (-2.2417, -0.9742, -1.7125)

***

No. 10
ORCA calculation (ωB97M-V with the def2-TZVPD basis set) on a molecular structure, F2HInNO4S2.

Properties
charge	+3
frontier orbital gap	3.76	eV
molar mass	296.0	g mol⁻¹
F_max	6.23	eV/A

Positions of all 11 atoms, in Å:
O (1.6022, -0.0952, 1.2479)
S (1.4696, 0.3547, -0.1297)
O (1.8134, -0.6468, -1.1004)
F (2.4580, 1.5331, -0.3151)
N (-0.0568, 1.0496, -0.4453)
S (-1.3736, 0.0049, -0.1340)
O (-2.4546, 0.8427, 0.2950)
O (-1.8203, -0.7539, -1.2729)
F (-1.0845, -1.1000, 1.1317)
H (-0.1810, 1.9824, 0.0327)
In (-0.3723, -3.1714, 0.6902)

***

No. 11
ORCA calculation (ωB97M-V with the def2-TZVPD basis set) on 2 unconnected molecules or ions with the total composition F2HNS.

Properties
frontier orbital gap (spin up / spin down)	8.52 / 8.45	eV
molar mass	85.1	g mol⁻¹
energy relative to the best compared isomer or geometry (same formula, charge and spin)	103.1	kcal/mol
F_max	1.69	eV/A

Positions of all 5 atoms, in Å:
N (-0.1481, 0.5600, -0.3952)
F (3.6808, 2.3087, 1.2786)
F (2.2734, 2.4380, 3.0800)
S (2.4909, 1.4004, 1.8517)
H (0.5814, 1.1024, -0.8853)

***

No. 12
ORCA calculation (ωB97M-V with the def2-TZVPD basis set) on a single F2HPS molecule.

Properties
frontier orbital gap	9.82	eV
molar mass	102.0	g mol⁻¹
energy relative to the best compared isomer or geometry (same formula, charge and spin)	25.7	kcal/mol
F_max	3.31	eV/A
SMILES	FP(F)S

Positions of all 5 atoms, in Å:
F (-0.5949, 1.3758, 1.0892)
P (-1.0679, 0.1422, 0.1457)
F (-0.9929, 0.9799, -1.1887)
S (0.8774, -0.7385, -0.3787)
H (1.7782, -1.7594, 0.3325)

***

No. 13
ORCA calculation (ωB97M-V with the def2-TZVPD basis set) on 2 unconnected molecules or ions with the total composition F2HPS.

Properties
frontier orbital gap (spin up / spin down)	7.00 / 10.58	eV
molar mass	102.0	g mol⁻¹
energy relative to the best compared isomer or geometry (same formula, charge and spin)	97.3	kcal/mol
F_max	4.07	eV/A

Positions of all 5 atoms, in Å:
F (0.7635, 1.1688, -0.1653)
F (1.0297, -1.0619, 0.6989)
P (-0.2587, -0.0932, 0.1994)
S (-0.9108, 0.4615, 1.9500)
H (-0.6237, -0.4753, -2.6830)

***

No. 14
ORCA calculation (ωB97M-V with the def2-TZVPD basis set) on a molecular structure, F2InN2O7S2.

Properties
frontier orbital gap (spin up / spin down)	7.80 / 4.96	eV
molar mass	357.0	g mol⁻¹
F_max	8.98	eV/A
multiplicity	2

Positions of all 14 atoms, in Å:
In (-21.2091, -10.2443, -11.6443)
N (-23.2280, -12.0214, -10.5576)
S (-24.3538, -11.5281, -9.6430)
O (-23.9179, -11.0879, -8.2984)
O (-25.6619, -12.0933, -9.8264)
F (-24.7224, -10.1464, -10.1866)
S (-23.1663, -13.5439, -9.6596)
O (-23.8321, -14.7486, -10.1993)
O (-23.1336, -13.4499, -8.1970)
F (-21.5825, -13.8728, -10.0409)
N (-19.4345, -12.0783, -8.2892)
O (-19.9922, -11.5940, -9.2574)
O (-20.0523, -12.6688, -7.3856)
O (-18.2261, -12.0280, -8.2022)

***

No. 15
ORCA calculation (ωB97M-V with the def2-TZVPD basis set) on a molecular structure, F2OPTl.

Properties
charge	-1
frontier orbital gap (spin up / spin down)	6.72 / 8.03	eV
molar mass	289.4	g mol⁻¹
F_max	5.62	eV/A
multiplicity	2

Positions of all 5 atoms, in Å:
P (0.8119, -0.5765, 1.1852)
F (1.7110, -1.2914, -0.0819)
O (-0.8753, -0.7680, 0.6113)
F (0.0332, 1.8835, -0.8749)
Tl (-1.6808, 0.7523, -0.8397)

***

No. 16
ORCA calculation (ωB97M-V with the def2-TZVPD basis set) on a molecular structure, F30Na4P5.

Properties
charge	-1
frontier orbital gap	6.01	eV
molar mass	816.8	g mol⁻¹
energy relative to the best compared isomer or geometry (same formula, charge and spin)	234.7	kcal/mol
F_max	3.57	eV/A

Positions of all 39 atoms, in Å:
Na (23.5716, -10.4801, -20.5213)
Na (17.7104, -11.6460, -16.1934)
Na (15.3672, -9.0828, -24.1079)
Na (18.7033, -20.3832, -23.0391)
P (21.0758, -7.1419, -24.6107)
F (20.7593, -8.3265, -25.7642)
F (21.5542, -6.1522, -25.8760)
F (19.6557, -6.4428, -24.7516)
F (21.3795, -5.9437, -23.6021)
F (20.6969, -8.1104, -23.3269)
F (22.5647, -7.7590, -24.3444)
P (14.8521, -15.2999, -12.9917)
F (14.1048, -14.8493, -14.3454)
F (16.2806, -15.4372, -13.7651)
F (15.3307, -13.7716, -12.7208)
F (15.7578, -15.8552, -11.8421)
F (13.4997, -15.1794, -12.1146)
F (14.4839, -16.8960, -13.3656)
P (21.7490, -7.4630, -15.2352)
F (21.2828, -8.7820, -14.3425)
F (22.5402, -6.8408, -13.9756)
F (23.0420, -8.2580, -15.7344)
F (22.1717, -6.2052, -16.1803)
F (21.1150, -8.1000, -16.6461)
F (20.4140, -6.6382, -14.9879)
P (10.9955, -13.2543, -25.0310)
F (10.0519, -12.4024, -26.1512)
F (9.6850, -13.5688, -24.0752)
F (10.8633, -14.5473, -26.0014)
F (11.9067, -14.1941, -24.1781)
F (12.2386, -12.6643, -25.8465)
F (11.2139, -12.0029, -24.0431)
P (18.6836, -14.5906, -21.1081)
F (19.4528, -15.9690, -20.8934)
F (17.7281, -15.0700, -22.4378)
F (17.6273, -15.3603, -20.0889)
F (17.7040, -13.2946, -21.2941)
F (19.5077, -13.9439, -19.8899)
F (19.8054, -14.1195, -22.1817)

***

No. 17
ORCA calculation (ωB97M-V with the def2-TZVPD basis set) on a molecular structure, F3HN2O2S.

Properties
frontier orbital gap (spin up / spin down)	7.23 / 5.38	eV
molar mass	150.1	g mol⁻¹
energy relative to the best compared isomer or geometry (same formula, charge and spin)	72.6	kcal/mol
F_max	2.99	eV/A

Positions of all 9 atoms, in Å:
N (1.8742, -0.0947, -0.1984)
N (-2.3266, -0.1705, -0.0062)
O (-1.3661, 0.3807, -0.4239)
O (1.1332, 2.1597, 0.2370)
F (2.2511, -1.0918, -1.1321)
F (-2.4385, -0.0433, 1.5101)
F (-2.1573, -1.7677, -0.0720)
S (0.8759, 1.0944, -0.6978)
H (2.1542, -0.4666, 0.7833)

***

No. 18
ORCA calculation (ωB97M-V with the def2-TZVPD basis set) on a single F3NO molecule.

Properties
frontier orbital gap	11.16	eV
molar mass	87.0	g mol⁻¹
energy relative to the best compared isomer or geometry (same formula, charge and spin)	0.0	kcal/mol
F_max	9.05	eV/A
SMILES	[O-][N+](F)(F)F

Positions of all 5 atoms, in Å:
O (1.3397, 0.9091, 1.4180)
N (0.5542, 0.5401, 0.5296)
F (-0.6622, 1.1202, 0.8815)
F (1.0321, 0.9347, -0.8076)
F (0.3821, -0.8581, 0.6244)

***

No. 19
ORCA calculation (ωB97M-V with the def2-TZVPD basis set) on a molecular structure, F3NOS2.

Properties
frontier orbital gap (spin up / spin down)	8.70 / 8.70	eV
molar mass	151.1	g mol⁻¹
energy relative to the best compared isomer or geometry (same formula, charge and spin)	34.3	kcal/mol
F_max	3.37	eV/A

Positions of all 7 atoms, in Å:
N (0.2699, -0.4361, -1.3269)
O (-1.1962, 1.6280, 0.2575)
F (1.2166, -1.3167, 0.8987)
F (1.5838, 0.8234, 0.4018)
F (-2.4235, -0.4583, -0.0277)
S (1.5640, -0.4925, -0.6628)
S (-1.0146, 0.2523, 0.4594)

***

No. 20
ORCA calculation (ωB97M-V with the def2-TZVPD basis set) on a molecular structure, F3Zn2.

Properties
charge	+1
frontier orbital gap	5.19	eV
molar mass	187.8	g mol⁻¹
energy relative to the best compared isomer or geometry (same formula, charge and spin)	0.0	kcal/mol
F_max	19.30	eV/A

Positions of all 5 atoms, in Å:
Zn (-0.5007, 0.4518, 0.5792)
Zn (0.6640, -0.4228, -2.0979)
F (0.8598, 0.9010, 1.0439)
F (-0.1257, -0.1040, -0.7630)
F (-0.8974, -0.8261, 1.2379)